(1)
This record from OMol25 describes a structure of composition C29H36EuN8 at a distorted geometry. The level of theory is ωB97M-V/def2-TZVPD.

LUMO level (alpha / beta): 4.7 / 4.6 eV
highest occupied orbital energy (alpha / beta): 2.5 / -0.5 eV
⟨S²⟩: 15.766
charge: -2
multiplicity: 8

Each line ends with the Löwdin charge.
CARTESIAN COORDINATES (ANGSTROEM)
Eu 1.25 1.23 1.12  1.548
N 0.20 2.77 -0.80  -0.020
N -1.73 2.01 -2.73  -0.003
C -0.16 -1.91 2.42  -0.246
C -0.90 -0.71 2.53  -0.278
C -0.09 0.24 3.23  -0.390
C -0.48 1.62 3.59  -0.120
H -1.52 1.63 3.95  0.069
H -0.45 2.34 2.74  0.040
H 0.17 2.04 4.37  0.052
C 1.21 -0.35 3.41  -0.366
C 2.40 0.34 3.94  -0.131
H 2.13 1.16 4.62  0.045
H 3.05 0.77 3.15  0.029
H 3.02 -0.38 4.49  0.062
C 1.16 -1.67 2.87  -0.280
C 2.29 -2.61 2.78  -0.075
H 2.79 -2.57 1.80  0.071
H 1.94 -3.64 2.92  0.063
H 3.04 -2.40 3.55  0.058
C -2.28 -0.45 2.05  -0.068
H -2.82 0.24 2.71  0.065
H -2.84 -1.39 1.96  0.064
H -2.28 0.01 1.04  0.057
C -0.64 -3.22 1.93  -0.062
H -0.12 -3.51 1.00  0.061
H -1.71 -3.21 1.72  0.061
H -0.46 -4.02 2.66  0.072
C 1.58 3.17 -0.79  -0.403
H 1.85 3.49 0.25  0.074
C 1.98 4.31 -1.65  -0.120
H 3.04 4.35 -1.93  0.055
C 1.08 5.34 -1.66  -0.186
H 1.39 6.33 -2.00  0.088
C -0.25 5.07 -1.37  -0.167
H -1.01 5.87 -1.38  0.074
C -0.71 3.74 -1.48  -0.184
C -1.71 3.37 -2.37  -0.029
H -2.34 4.05 -2.93  0.105
C -0.90 1.12 -2.15  -0.162
C -2.51 1.33 -3.67  -0.102
H -3.19 1.87 -4.32  0.087
C -2.19 0.04 -3.60  -0.139
H -2.63 -0.80 -4.11  0.062
N -1.21 -0.14 -2.60  0.085
C -1.07 -1.43 -1.94  -0.099
C -2.25 -2.02 -1.43  -0.210
C -2.27 -3.39 -1.16  -0.098
H -3.20 -3.86 -0.84  0.080
C -1.12 -4.17 -1.28  -0.308
C -1.14 -5.65 -1.01  -0.107
H -0.47 -5.92 -0.18  0.074
H -0.79 -6.20 -1.90  0.068
H -2.15 -5.98 -0.76  0.055
C 0.07 -3.53 -1.65  -0.045
H 0.99 -4.13 -1.72  0.120
C 0.10 -2.19 -2.04  -0.202
C 1.41 -1.71 -2.56  -0.089
H 1.42 -0.66 -2.85  0.029
H 1.74 -2.33 -3.40  0.074
H 2.17 -1.82 -1.77  0.077
C -3.53 -1.27 -1.25  -0.190
H -4.12 -1.22 -2.18  0.000
H -3.40 -0.25 -0.87  0.067
H -4.15 -1.81 -0.52  0.054
N 3.57 1.85 -1.59  0.062
N 2.25 1.90 -1.12  -0.395
N 2.12 3.17 2.34  -0.148
C 2.67 3.98 2.97  -0.240
N 0.16 1.49 -1.36  -0.128
N 1.40 0.98 -1.57  -0.100
H 4.22 2.05 -0.83  0.068
H 3.70 2.56 -2.30  0.041
H 3.24 4.75 3.50  -0.027



(2)
This record from OMol25 describes a structure of composition C29H36F3FeNPS4. The level of theory is ωB97M-V/def2-TZVPD.

LUMO level (alpha / beta): 2.4 / 2.4 eV
highest occupied orbital energy (alpha / beta): -3.5 / -3.5 eV
charge: -1
multiplicity: 1

Each line ends with the Löwdin charge.
CARTESIAN COORDINATES (ANGSTROEM)
Fe 0.66 -0.86 0.02  -0.122
S 2.67 -1.96 0.32  0.764
C 2.38 -2.86 1.77  -0.660
C 3.19 -3.95 2.14  -0.112
C 2.95 -4.66 3.30  -0.105
C 1.89 -4.33 4.15  -0.117
C 1.09 -3.26 3.81  -0.115
C 1.34 -2.54 2.65  -0.522
S 0.34 -1.13 2.25  0.996
C 1.53 0.19 2.73  -0.313
C 1.53 1.33 1.76  -0.320
C 1.82 2.62 2.16  -0.025
C 1.92 3.60 1.18  -0.059
C 1.74 3.27 -0.14  -0.049
C 1.45 1.94 -0.47  -0.388
C 1.18 1.55 -1.89  -0.400
S 1.11 -0.23 -2.14  0.979
C 2.69 -0.74 -2.78  -0.511
C 2.56 -1.84 -3.64  -0.143
C 3.66 -2.43 -4.21  -0.121
C 4.92 -1.89 -3.94  -0.117
C 5.05 -0.79 -3.12  -0.152
C 3.95 -0.17 -2.48  -0.754
S 4.23 1.18 -1.43  0.503
N 1.31 1.01 0.48  0.033
H 4.01 -4.22 1.49  0.098
H 3.59 -5.50 3.55  0.094
H 1.70 -4.91 5.04  0.087
H 0.25 -2.97 4.44  0.097
H 2.51 -0.29 2.68  0.092
H 1.33 0.52 3.75  0.088
H 1.98 2.85 3.20  0.110
H 2.16 4.63 1.46  0.107
H 1.85 3.99 -0.93  0.121
H 1.94 1.99 -2.55  0.066
H 0.19 1.91 -2.18  0.049
H 1.57 -2.23 -3.83  0.092
H 3.55 -3.29 -4.86  0.087
H 5.81 -2.32 -4.39  0.090
H 6.02 -0.38 -2.91  0.080
C -2.22 3.20 -1.61  -0.123
C -2.67 2.61 -0.27  -0.540
C -2.08 3.47 0.85  -0.112
P -2.15 0.82 -0.17  1.123
C -3.29 -0.01 -1.40  -0.542
C -2.54 -0.37 -2.69  -0.127
C -4.60 0.71 -1.74  -0.123
C -2.85 0.19 1.44  -0.551
C -4.38 0.18 1.58  -0.116
C -2.23 0.86 2.67  -0.155
H -2.67 4.19 -1.75  0.080
H -2.48 2.59 -2.47  0.051
H -1.14 3.34 -1.61  0.057
H -3.76 2.66 -0.22  0.090
H -1.01 3.29 0.97  0.061
H -2.56 3.31 1.81  0.051
H -2.20 4.53 0.60  0.078
H -3.54 -0.95 -0.90  0.086
H -2.20 0.51 -3.22  0.064
H -3.21 -0.92 -3.36  0.079
H -1.68 -1.00 -2.48  0.029
H -4.43 1.61 -2.33  0.065
H -5.18 0.99 -0.86  0.051
H -5.23 0.05 -2.35  0.078
H -2.50 -0.84 1.42  0.072
H -4.79 1.19 1.50  0.072
H -4.65 -0.21 2.57  0.078
H -4.85 -0.46 0.84  0.063
H -2.83 1.72 2.99  0.061
H -1.21 1.21 2.50  0.040
H -2.21 0.16 3.51  0.072
F -1.70 -2.30 -0.37  -0.058
C -0.30 -2.52 -0.46  -0.585
F -0.14 -3.64 0.32  0.012
F -0.17 -3.00 -1.74  -0.011



(3)
This record from OMol25 describes a structure of composition C29H36FN4O5S2Y at a distorted geometry. The level of theory is ωB97M-V/def2-TZVPD.

LUMO level: 0.2 eV
highest occupied orbital energy: -6.7 eV
multiplicity: 1

Each line ends with the Löwdin charge.
CARTESIAN COORDINATES (ANGSTROEM)
Y -0.40 -0.15 -0.60  1.377
C 3.56 -0.19 1.93  -0.018
C 2.63 -0.56 0.80  -0.230
N 1.35 -0.45 0.98  -0.058
N 0.99 -0.23 2.33  -0.090
C 0.01 0.56 2.56  -1.084
S -0.85 1.61 1.47  0.584
S -0.48 0.50 4.28  0.867
C -0.41 2.27 4.69  -0.446
C 1.00 2.80 4.70  -0.299
C 1.83 2.60 5.81  -0.054
C 3.14 3.05 5.80  -0.088
C 3.65 3.70 4.68  -0.099
C 2.83 3.91 3.58  -0.084
C 1.51 3.46 3.59  -0.055
C 3.19 -1.08 -0.47  -0.105
C 4.54 -1.50 -0.46  -0.051
C 5.16 -2.04 -1.57  -0.099
C 4.43 -2.16 -2.75  -0.088
C 3.11 -1.78 -2.80  -0.020
C 2.45 -1.25 -1.66  -0.362
O 1.19 -0.95 -1.77  -0.234
H 3.14 0.63 2.50  0.074
H 3.67 -1.03 2.62  0.103
H 4.54 0.09 1.55  0.074
H -1.04 2.81 3.98  0.049
H -0.87 2.34 5.68  0.075
H 1.44 2.08 6.67  0.112
H 3.77 2.88 6.66  0.100
H 4.67 4.04 4.67  0.098
H 3.21 4.42 2.70  0.102
H 0.87 3.62 2.73  0.085
H 5.11 -1.41 0.45  0.098
H 6.19 -2.35 -1.51  0.098
H 4.90 -2.56 -3.64  0.103
H 2.53 -1.86 -3.70  0.113
C -1.35 -2.50 2.19  -0.102
O -1.79 -1.61 1.18  -0.292
C -3.20 -1.63 1.01  -0.184
C -3.63 -0.28 0.50  -0.191
O -3.00 0.01 -0.75  -0.286
C -3.80 -0.36 -1.87  -0.075
H -1.74 -2.19 3.16  0.086
H -0.27 -2.46 2.22  0.069
H -1.68 -3.52 1.97  0.094
H -3.69 -1.81 1.97  0.136
H -3.47 -2.43 0.32  0.132
H -3.31 0.49 1.20  0.086
H -4.72 -0.24 0.39  0.135
H -4.76 0.14 -1.82  0.102
H -3.94 -1.44 -1.90  0.086
H -3.27 -0.03 -2.77  0.072
C -1.88 -2.70 -4.32  -0.012
O -1.01 -3.50 -3.50  -0.004
C -0.83 -3.05 -2.26  -0.551
O -1.43 -2.09 -1.80  -0.011
N 0.08 -3.80 -1.61  0.031
N 0.46 -3.44 -0.32  0.082
H -1.80 -3.11 -5.32  0.097
H -1.57 -1.66 -4.30  0.090
H -2.91 -2.78 -3.96  0.094
H 0.63 -4.45 -2.15  0.161
H 1.41 -3.09 -0.31  0.080
H 0.38 -4.24 0.30  0.100
F -4.95 2.71 -4.71  0.029
C -3.79 2.50 -4.04  -0.313
C -2.76 1.82 -4.66  -0.039
C -1.58 1.62 -3.95  -0.073
C -1.39 2.09 -2.64  -0.350
C -0.15 1.82 -1.89  -0.259
C -2.47 2.78 -2.07  -0.058
C -3.66 2.99 -2.76  -0.025
H -2.88 1.47 -5.67  0.113
H -0.76 1.11 -4.44  0.108
H 0.07 2.62 -1.18  0.023
H 0.70 1.69 -2.57  0.042
H -2.37 3.17 -1.06  0.109
H -4.48 3.54 -2.31  0.117



(4)
This record from OMol25 describes a structure of composition C29H36N10NaO6. The level of theory is ωB97M-V/def2-TZVPD.

LUMO level: -2.1 eV
highest occupied orbital energy: -11.0 eV
charge: +1
multiplicity: 1

Each line ends with the Löwdin charge.
CARTESIAN COORDINATES (ANGSTROEM)
Na -1.38 -0.95 -1.07  0.294
C -2.23 -3.60 -2.27  -0.170
C -1.13 -3.44 -3.30  -0.149
O -0.67 -2.09 -3.29  -0.188
C -1.04 -1.33 -4.43  -0.165
C -0.82 0.13 -4.11  -0.152
O -1.65 0.56 -3.04  -0.147
C -2.98 0.86 -3.43  -0.167
C -3.79 1.07 -2.17  -0.150
O -3.82 -0.11 -1.39  -0.184
C -4.80 -1.07 -1.76  -0.158
C -4.21 -2.44 -1.57  -0.166
O -3.15 -2.55 -2.50  -0.142
H -1.82 -3.54 -1.26  0.123
H -2.71 -4.58 -2.38  0.141
H -1.51 -3.69 -4.30  0.135
H -0.30 -4.10 -3.07  0.134
H -2.09 -1.52 -4.68  0.124
H -0.42 -1.61 -5.30  0.142
H -0.99 0.74 -5.00  0.138
H 0.21 0.28 -3.78  0.136
H -3.40 0.04 -4.02  0.125
H -2.99 1.77 -4.04  0.142
H -4.80 1.40 -2.43  0.139
H -3.32 1.84 -1.56  0.129
H -5.08 -0.95 -2.81  0.135
H -5.70 -0.95 -1.15  0.137
H -4.97 -3.22 -1.74  0.141
H -3.83 -2.55 -0.54  0.126
C 4.01 -3.09 0.88  -0.066
N 2.80 -2.84 0.10  -0.135
C 1.52 -2.75 0.49  -0.140
N 0.76 -2.32 -0.50  0.101
C 1.67 -2.14 -1.50  -0.190
N 2.91 -2.44 -1.18  0.138
C 4.83 -1.83 0.99  -0.197
C 6.19 -1.82 0.75  -0.019
C 6.91 -0.63 0.82  -0.047
C 6.28 0.56 1.10  -0.005
C 4.91 0.56 1.34  -0.132
C 4.19 -0.63 1.29  0.029
C 4.18 1.79 1.64  -0.290
N 4.47 3.02 1.39  0.133
N 3.40 3.77 1.86  0.127
C 2.55 2.94 2.34  -0.323
O 2.97 1.66 2.24  0.112
C 1.23 3.16 2.92  -0.148
C 0.69 4.44 3.02  -0.019
C -0.59 4.60 3.55  -0.058
C -1.32 3.49 3.98  -0.023
C -0.78 2.22 3.88  -0.201
C -1.55 0.99 4.28  -0.066
N -2.11 0.31 3.12  -0.114
C -1.60 -0.65 2.35  -0.135
N -2.41 -0.90 1.33  0.096
C -3.43 -0.03 1.55  -0.203
N -3.29 0.73 2.61  0.124
C 0.50 2.06 3.36  0.023
H 4.57 -3.88 0.38  0.131
H 3.69 -3.46 1.86  0.135
H 1.19 -3.01 1.49  0.132
H 1.40 -1.80 -2.48  0.103
H 6.70 -2.75 0.50  0.119
H 7.98 -0.64 0.63  0.113
H 6.83 1.49 1.14  0.122
H 3.12 -0.61 1.45  0.121
H 1.27 5.29 2.70  0.122
H -1.01 5.59 3.64  0.113
H -2.32 3.62 4.38  0.121
H -2.39 1.24 4.93  0.131
H -0.91 0.28 4.80  0.135
H -0.66 -1.13 2.54  0.131
H -4.29 0.05 0.90  0.107
H 0.93 1.07 3.28  0.126
N -1.18 2.70 0.42  0.199
C -0.11 2.01 -0.08  -0.631
N 0.97 2.75 -0.43  0.197
O -0.13 0.79 -0.22  -0.005
H -1.03 3.60 0.84  0.093
H -1.88 2.14 0.87  0.082
H 1.00 3.75 -0.35  0.113
H 1.75 2.27 -0.83  0.118



(5)
This record from OMol25 describes a cluster of 2 separate species, C29H36N3O in total at a distorted geometry. The level of theory is ωB97M-V/def2-TZVPD.

LUMO level: -4.5 eV
highest occupied orbital energy: -11.8 eV
charge: +1
multiplicity: 1

Each line ends with the Löwdin charge.
CARTESIAN COORDINATES (ANGSTROEM)
C 2.29 -0.40 1.33  -0.030
C 0.81 -0.22 1.40  -0.367
N 0.13 0.85 1.47  0.085
C -1.39 0.51 1.42  -0.185
C -1.47 -1.00 1.20  -0.178
C -0.04 -1.53 1.38  -0.121
H 2.52 -1.47 1.35  0.078
H 2.71 0.02 0.41  0.089
H 2.79 0.08 2.18  0.069
H -1.86 0.80 2.38  0.093
H -1.87 1.08 0.62  0.101
H -2.16 -1.45 1.91  0.105
H -1.82 -1.19 0.18  0.109
H 0.28 -2.21 0.59  0.112
H 0.07 -2.04 2.35  0.119
C 6.00 5.98 4.01  0.016
N 4.97 4.98 4.11  -0.014
C 5.14 3.86 4.87  -0.390
O 6.16 3.56 5.50  0.083
C 3.84 3.08 4.83  -0.156
C 3.25 2.94 6.23  -0.071
C 2.98 4.30 6.83  -0.229
C 3.99 4.96 7.53  -0.031
C 3.76 6.22 8.08  -0.064
C 2.51 6.83 7.94  -0.078
C 1.48 6.16 7.26  -0.081
C 1.71 4.89 6.73  -0.056
N 3.02 3.87 3.93  0.068
C 1.77 3.50 3.60  0.009
C 0.94 4.25 2.77  -0.060
C -0.38 3.89 2.53  0.036
C -1.30 4.62 1.69  -0.197
C -2.65 4.20 1.54  -0.012
C -3.54 4.90 0.72  -0.056
C -3.11 6.04 0.03  -0.042
C -1.79 6.48 0.17  -0.057
C -0.90 5.79 0.98  -0.004
C 3.68 5.11 3.46  -0.335
C 2.97 6.42 3.89  -0.088
C 3.30 7.44 2.80  -0.159
C 3.88 6.67 1.58  -0.164
C 3.87 5.18 1.91  -0.082
H 6.86 5.64 4.59  0.108
H 6.29 6.12 2.96  0.098
H 5.65 6.94 4.40  0.101
H 4.04 2.09 4.37  0.175
H 2.33 2.35 6.17  0.120
H 3.99 2.40 6.83  0.140
H 4.97 4.48 7.64  0.122
H 4.56 6.73 8.63  0.112
H 2.32 7.81 8.38  0.109
H 0.50 6.62 7.15  0.109
H 0.91 4.34 6.22  0.112
H 1.42 2.54 4.02  0.157
H 1.35 5.15 2.32  0.087
H -0.74 2.98 3.02  0.113
H -2.99 3.31 2.08  0.115
H -4.57 4.55 0.62  0.115
H -3.81 6.59 -0.61  0.116
H -1.45 7.38 -0.36  0.115
H 0.13 6.15 1.08  0.107
H 1.89 6.25 3.97  0.107
H 3.32 6.72 4.88  0.120
H 2.41 8.00 2.50  0.111
H 4.03 8.17 3.17  0.110
H 3.28 6.87 0.68  0.111
H 4.90 7.02 1.36  0.108
H 4.81 4.68 1.64  0.132
H 3.06 4.65 1.41  0.108



(6)
This record from OMol25 describes a structure of composition C29H37As2CrN4O2S2. The level of theory is ωB97M-V/def2-TZVPD.

LUMO level (alpha / beta): -6.8 / -6.8 eV
highest occupied orbital energy (alpha / beta): -14.1 / -14.1 eV
⟨S²⟩: 3.814
charge: +2
multiplicity: 4

Each line ends with the Löwdin charge.
CARTESIAN COORDINATES (ANGSTROEM)
Cr -0.16 0.02 0.15  0.012
N -0.59 1.91 1.07  -0.039
N -1.49 2.54 0.18  0.037
C -2.23 1.71 -0.68  -0.682
O -3.24 2.09 -1.19  0.133
O -1.66 0.53 -0.88  -0.267
H -0.97 1.84 2.01  0.117
H 0.26 2.46 1.12  0.108
H -2.01 3.33 0.55  0.158
C -3.51 -0.44 1.73  -0.225
As -1.78 -1.30 1.60  1.149
C -1.36 -1.78 3.43  -0.249
C -2.15 -2.99 0.75  -0.392
C -3.08 -3.86 1.29  -0.084
C -3.35 -5.07 0.67  -0.040
C -2.68 -5.41 -0.50  -0.041
C -1.76 -4.55 -1.05  -0.084
C -1.48 -3.33 -0.43  -0.389
As -0.22 -2.09 -1.21  1.136
C -0.87 -1.79 -2.99  -0.227
C 1.39 -3.13 -1.46  -0.243
H -4.22 -1.11 2.21  0.046
H -3.86 -0.19 0.73  0.046
H -3.43 0.47 2.33  0.044
H -2.16 -2.38 3.84  0.042
H -1.23 -0.88 4.03  0.040
H -0.43 -2.35 3.44  0.036
H -3.61 -3.60 2.21  0.108
H -4.08 -5.74 1.10  0.122
H -2.90 -6.36 -0.98  0.121
H -1.25 -4.82 -1.97  0.108
H -1.04 -2.73 -3.50  0.045
H -0.14 -1.20 -3.54  0.039
H -1.80 -1.23 -2.92  0.045
H 1.17 -4.03 -2.03  0.043
H 1.80 -3.42 -0.49  0.037
H 2.12 -2.53 -2.00  0.027
S 1.74 -0.56 1.51  0.755
C 3.07 0.05 0.66  -0.600
N 4.25 0.21 1.20  -0.057
C 5.41 0.59 0.38  -0.063
C 5.27 -0.04 -0.98  -0.066
N 3.98 0.35 -1.56  -0.064
C 4.00 0.66 -3.01  -0.088
C 4.78 1.93 -3.26  -0.232
C 5.98 1.88 -3.95  -0.041
C 6.71 3.04 -4.17  -0.053
C 6.23 4.25 -3.70  -0.057
C 5.03 4.31 -3.00  -0.057
C 4.30 3.15 -2.79  -0.038
C 2.92 0.44 -0.80  -0.603
S 1.42 0.99 -1.37  0.815
C 4.50 0.01 2.65  -0.093
C 5.47 1.03 3.18  -0.252
C 6.72 0.64 3.63  -0.038
C 7.61 1.59 4.12  -0.051
C 7.25 2.93 4.15  -0.054
C 6.00 3.32 3.70  -0.057
C 5.11 2.37 3.22  -0.045
H 6.30 0.24 0.88  0.146
H 5.46 1.68 0.31  0.154
H 5.33 -1.13 -0.93  0.154
H 6.05 0.33 -1.64  0.139
H 2.97 0.74 -3.35  0.093
H 4.47 -0.19 -3.50  0.141
H 6.35 0.93 -4.34  0.120
H 7.64 3.00 -4.72  0.116
H 6.80 5.16 -3.87  0.116
H 4.65 5.26 -2.65  0.113
H 3.35 3.20 -2.27  0.098
H 4.88 -1.01 2.78  0.147
H 3.54 0.07 3.16  0.087
H 7.01 -0.41 3.62  0.120
H 8.59 1.28 4.48  0.116
H 7.95 3.67 4.52  0.116
H 5.71 4.36 3.73  0.113
H 4.12 2.68 2.89  0.117